(1)
This record from the OMol25 dataset describes a single C6H8O2 molecule at a distorted geometry. The level of theory is the ωB97M-V functional and the def2-TZVPD basis.

Output
Energy relative to the best compared isomer or geometry (same formula, charge and spin), eV: 6.0464
HOMO level, eV: -9.66
Multiplicity: 1

Geometry as XYZ:
```
16
Properties=species:S:1:pos:R:3:forces:R:3:lowdin_charge:R:1
H -2.259 0.709 0.186 -0.36 1.21 -0.18 0.063
H 1.694 -1.749 1.142 -0.85 -0.50 -0.44 0.163
H -0.281 -0.246 -2.188 -1.10 0.33 -0.88 0.127
O 2.194 -0.403 -0.300 -0.01 0.83 0.71 -0.016
H 1.661 -2.077 -1.278 -0.74 -0.34 -1.74 0.161
C -1.556 1.547 0.336 3.42 -0.39 1.51 -0.035
C 1.216 -1.147 -0.994 1.90 -0.35 2.66 -0.221
H -1.421 1.756 1.554 -0.64 -0.30 -3.27 0.127
O -0.939 -1.162 -0.231 0.45 2.03 0.40 -0.113
H -1.530 2.532 -0.232 -0.98 -1.46 0.72 0.077
C 0.021 -0.352 -1.182 -3.92 0.75 1.85 -0.085
C 1.119 -1.122 0.451 5.18 -0.53 2.48 -0.207
C -0.105 0.833 0.015 -1.97 -0.21 -1.72 -0.176
H -0.384 -0.371 1.923 -0.12 -0.27 -0.08 0.150
H 0.606 1.623 -0.099 1.01 0.03 0.67 0.117
C -0.036 -0.371 0.897 -1.28 -0.83 -2.69 -0.133
```
Positions in Å, forces in eV/Å.

(2)
This record from the OMol25 dataset describes a 9-piece molecular cluster, C48H88F6N16P overall at a distorted geometry. The level of theory is the ωB97M-V functional and the def2-TZVPD basis.

Output
Energy relative to the best compared isomer or geometry (same formula, charge and spin), eV: 9.2712
HOMO level, eV: -22.85
Multiplicity: 1
Total charge: +7

Geometry as XYZ:
```
159
Properties=species:S:1:pos:R:3:forces:R:3:lowdin_charge:R:1
H 18.053 16.332 -14.425 0.06 -0.05 -0.12 0.160
C 13.795 19.758 -22.461 -2.06 0.21 -1.27 -0.008
C 8.721 10.287 -20.531 1.06 1.02 0.67 0.020
N 21.231 14.306 -20.509 -3.94 1.86 1.37 -0.068
C 9.692 11.824 -21.813 -0.42 -1.22 0.32 0.027
C 15.767 19.662 -21.012 1.33 -1.62 0.97 -0.001
C 21.287 15.633 -19.952 -1.69 -1.72 -2.02 0.052
N 6.998 14.996 -24.136 2.39 2.01 0.33 -0.088
H 15.198 11.954 -17.373 -0.18 -0.22 0.11 0.085
H 15.939 8.131 -24.197 -0.02 0.21 -0.32 0.149
C 4.831 16.016 -24.453 -0.16 -0.10 1.06 -0.021
H 19.225 7.688 -22.036 0.34 0.30 -0.04 0.072
H 6.796 14.468 -16.377 0.46 0.33 -0.04 0.087
H 8.982 13.195 -25.993 -0.40 0.00 -0.19 0.144
H 12.592 20.523 -24.189 0.03 -0.11 0.18 0.146
F 11.885 15.185 -21.653 0.86 -1.15 1.04 -0.212
C 15.756 10.211 -23.312 0.32 -2.09 -0.50 -0.013
C 17.929 10.442 -23.108 -1.15 -0.70 0.15 0.047
H 16.222 20.539 -20.551 -0.08 -0.44 0.53 0.131
H 23.245 13.899 -21.087 -0.14 0.00 0.33 0.121
N 9.379 15.395 -19.316 0.16 -3.76 3.05 -0.069
H 12.825 22.783 -24.967 0.04 -0.01 0.04 0.081
H 16.358 12.932 -23.037 -0.32 0.84 0.64 0.104
H 10.427 17.072 -20.003 0.11 -0.56 -0.05 0.101
H 16.675 15.310 -24.043 1.01 0.29 0.42 0.087
H 19.007 20.210 -23.576 -0.29 0.07 -0.19 0.154
H 21.597 17.247 -24.133 0.46 0.29 -0.09 0.099
C 16.645 16.330 -24.427 -1.03 -0.06 -1.07 0.021
C 9.458 16.578 -20.074 -0.63 1.89 -0.58 -0.002
H 20.076 14.828 -14.767 -0.43 0.23 0.05 0.121
C 19.884 13.966 -20.484 1.22 0.39 -0.22 -0.027
N 15.898 14.325 -15.999 5.52 0.71 -0.59 -0.023
N 8.640 13.563 -18.254 -0.30 1.57 -1.40 -0.076
F 13.132 16.342 -22.953 1.66 0.60 0.41 -0.180
H 15.102 19.030 -20.424 0.40 0.35 0.56 0.112
H 10.657 9.333 -20.119 -0.10 0.19 0.78 0.146
H 5.233 16.957 -24.827 0.04 -0.20 -0.34 0.094
H 12.995 9.717 -20.013 -0.21 -0.06 -0.33 0.085
C 10.088 10.207 -20.399 0.23 -2.16 -1.00 -0.005
H 7.255 15.026 -18.947 0.08 0.12 -0.16 0.177
H 16.064 15.975 -18.705 -0.06 -0.24 -0.42 0.083
F 12.941 16.943 -20.696 0.60 -0.51 0.06 -0.164
C 16.226 15.467 -15.273 -2.56 0.30 0.27 -0.009
H 14.218 13.276 -15.462 -0.19 0.12 -0.06 0.150
H 7.909 9.794 -20.017 0.21 -0.25 -0.10 0.156
F 13.691 14.721 -20.143 -0.43 1.14 -0.69 -0.197
C 13.852 23.117 -25.115 -0.26 0.83 -0.44 -0.049
H 9.208 16.348 -21.110 0.14 0.24 0.00 0.089
H 15.678 16.688 -24.075 0.01 0.26 -0.24 0.088
H 17.230 15.048 -20.946 -0.15 0.12 0.05 0.104
C 8.284 14.702 -18.880 0.23 0.22 -0.28 0.016
H 16.400 21.580 -22.758 0.15 -0.16 -0.41 0.176
C 13.478 20.502 -23.573 0.68 -0.69 -0.91 0.023
H 17.648 16.420 -18.216 0.40 -0.61 0.10 0.085
H 8.758 17.301 -19.654 -0.22 0.01 -0.26 0.121
H 10.985 14.399 -25.097 -0.18 -0.18 0.39 0.103
N 19.092 14.935 -19.990 2.02 1.33 -0.83 -0.009
H 15.396 16.090 -14.973 0.29 0.19 0.28 0.148
C 13.116 10.706 -20.456 -0.96 0.20 -0.42 -0.028
C 8.381 13.893 -25.429 0.23 1.01 0.97 0.034
N 9.031 15.037 -24.917 -3.68 -0.45 1.00 -0.110
N 16.705 11.028 -22.782 2.75 -3.75 -1.72 -0.120
H 3.889 16.268 -23.966 0.00 -0.08 0.05 0.099
C 7.742 12.795 -17.415 -1.08 -0.08 1.66 -0.150
C 16.370 9.067 -23.875 0.59 1.60 1.26 0.073
N 15.056 20.055 -22.121 -1.43 3.03 -2.31 -0.140
C 5.819 15.418 -23.421 -1.62 0.01 -0.65 -0.182
F 14.980 16.208 -21.404 0.06 0.18 -0.26 -0.153
H 6.920 12.788 -21.810 0.25 0.09 1.02 0.082
N 14.619 21.166 -23.984 0.89 -0.73 3.31 -0.039
C 9.990 13.477 -18.252 0.90 1.93 -0.53 -0.007
N 17.779 9.212 -23.748 -3.04 4.23 2.09 -0.020
H 6.264 13.190 -25.010 0.13 0.02 -0.28 0.155
N 8.482 11.347 -21.358 1.89 0.65 -0.07 -0.077
H 16.493 19.025 -21.517 0.87 -0.35 1.13 0.084
H 19.613 17.026 -19.491 -0.05 -0.23 0.14 0.125
C 20.710 18.353 -22.509 2.18 -0.18 0.68 -0.155
H 7.031 11.449 -22.775 -0.37 -0.56 0.00 0.105
H 8.315 16.751 -23.728 -0.13 -0.20 0.15 0.166
H 14.724 10.492 -23.160 0.00 -0.44 -0.32 0.117
H 4.606 15.288 -25.232 0.13 0.24 -0.14 0.091
H 13.561 12.492 -17.763 0.12 0.18 0.05 0.067
C 17.552 15.595 -15.036 -0.26 -0.49 0.16 0.002
C 15.523 20.986 -22.965 -0.92 -0.04 -1.71 -0.007
H 12.243 10.565 -22.580 0.10 -0.52 0.32 0.127
H 19.722 8.726 -24.423 -0.34 0.43 -0.13 0.136
H 10.461 12.602 -17.829 0.24 0.35 0.11 0.136
H 14.585 21.266 -26.022 0.52 0.30 -0.26 0.138
H 8.169 11.820 -17.180 0.34 0.18 -0.08 0.131
H 15.014 13.316 -18.434 -0.34 0.16 -0.17 0.049
H 5.454 14.504 -22.952 -0.45 0.18 0.13 0.118
F 14.065 14.322 -22.348 -0.60 0.73 0.45 -0.204
H 18.286 6.536 -22.861 0.03 -0.20 -0.25 0.082
H 21.522 16.344 -22.674 -0.06 -0.14 0.21 0.038
H 17.283 12.851 -16.757 0.28 0.14 -0.09 0.148
N 17.668 17.298 -24.074 2.08 -1.46 1.72 -0.073
C 10.461 14.670 -18.827 -0.02 -1.86 0.17 0.012
H 6.882 13.104 -15.375 -0.23 -0.59 -0.40 0.099
H 20.113 14.508 -16.475 -0.23 -0.13 -0.11 0.090
H 13.838 23.766 -25.990 0.16 -0.34 -0.27 0.105
H 6.802 12.588 -17.926 0.08 0.18 -0.20 0.130
H 10.773 15.981 -24.356 -0.06 0.01 -0.13 0.092
H 13.972 14.629 -16.629 -0.13 0.04 0.44 0.128
C 18.660 19.193 -23.677 1.34 0.99 0.33 0.017
H 6.057 16.141 -22.641 0.26 -0.08 -0.12 0.126
C 19.592 14.249 -15.553 1.18 -0.46 0.20 0.016
H 15.574 12.268 -21.533 0.08 0.06 -0.22 0.086
N 19.519 18.197 -23.248 -4.32 -1.40 -1.68 -0.053
H 19.443 13.116 -20.984 0.43 -0.34 0.39 0.139
H 14.136 23.798 -24.313 -0.05 -0.23 0.25 0.098
H 21.976 13.175 -22.061 0.15 -0.40 0.16 0.106
H 13.130 19.057 -21.978 0.43 0.02 0.31 0.125
H 20.455 18.187 -21.462 0.26 -0.12 0.08 0.105
P 13.483 15.647 -21.512 -2.03 -1.13 -1.04 0.269
H 17.152 14.060 -19.506 0.71 -0.32 0.01 0.107
C 14.578 12.830 -17.562 1.06 -0.03 0.47 -0.071
H 15.839 22.344 -25.136 0.07 -0.40 -0.63 0.135
C 7.455 13.634 -16.136 -0.52 -0.72 0.30 -0.032
H 8.332 13.891 -15.543 0.28 0.42 -0.60 0.090
C 19.960 16.064 -19.838 1.12 -1.35 1.38 -0.012
H 13.021 11.429 -19.646 -0.34 0.07 -0.06 0.050
H 10.606 15.686 -26.118 -0.35 0.44 0.01 0.120
H 11.492 14.984 -18.881 -0.21 0.14 -0.48 0.111
C 8.155 15.758 -24.122 -0.60 -3.95 -2.46 0.064
C 14.823 21.955 -25.212 -0.92 0.80 0.89 -0.135
H 16.671 16.253 -25.514 -0.37 -0.05 -0.01 0.121
H 22.804 17.504 -22.820 -0.22 0.47 -0.05 0.105
H 12.425 12.125 -21.882 -0.53 0.27 0.02 0.104
C 18.787 8.249 -24.127 1.35 -1.87 0.11 -0.150
C 21.754 17.338 -23.058 -0.60 -0.05 0.20 -0.021
H 16.629 19.006 -24.661 0.33 0.48 0.05 0.144
H 18.376 7.714 -24.983 0.17 0.15 -0.10 0.140
C 7.092 13.880 -24.945 1.48 1.01 0.57 0.021
H 6.397 11.144 -21.141 0.14 0.35 0.04 0.121
H 20.023 6.608 -23.182 -0.08 0.28 -0.42 0.101
H 19.785 13.215 -15.266 -0.19 -0.07 -0.29 0.118
N 10.698 11.060 -21.287 -2.42 1.46 0.23 -0.038
C 10.384 15.309 -25.120 2.65 0.44 -0.68 -0.032
H 19.332 16.075 -23.243 -0.50 -0.12 -0.27 0.155
H 22.249 12.573 -20.336 0.60 -0.28 -0.55 0.116
C 18.868 17.016 -23.497 0.16 1.84 -0.04 0.028
C 17.575 14.978 -19.915 0.63 -0.41 -0.31 -0.156
H 18.831 10.964 -22.825 0.24 -0.54 -0.27 0.148
C 17.072 16.123 -19.093 -0.03 1.51 0.30 -0.078
C 22.274 13.406 -21.038 -0.33 0.19 0.30 0.044
C 14.590 13.774 -16.357 -0.48 0.13 -0.37 -0.142
C 17.157 13.836 -16.332 0.27 -0.09 2.43 0.027
C 12.124 11.105 -21.641 1.48 0.18 0.82 -0.118
C 16.464 12.290 -22.162 0.46 0.56 -0.67 -0.005
C 7.117 11.720 -21.722 0.05 0.12 -1.87 0.030
H 9.840 12.580 -22.571 -0.14 0.06 0.19 0.154
C 19.130 7.209 -23.010 -1.15 0.45 0.40 -0.034
H 21.013 19.399 -22.559 0.21 -0.12 -0.32 0.148
H 17.068 17.037 -19.687 -0.26 0.03 -0.11 0.070
H 17.338 12.561 -21.570 -0.16 0.06 -0.04 0.068
C 17.540 18.655 -24.200 -0.45 -0.76 -0.10 -0.011
H 22.270 16.075 -19.888 -0.26 0.44 0.23 0.150
N 18.176 14.524 -15.613 -3.64 -0.66 -2.16 -0.068
H 14.165 10.790 -20.739 -0.17 -0.11 -0.51 0.046
```
Positions in Å, forces in eV/Å.

(3)
This record from the OMol25 dataset describes a single C18H20N2O2S molecule. The level of theory is the ωB97M-V functional and the def2-TZVPD basis.

Output
Energy relative to the best compared isomer or geometry (same formula, charge and spin), eV: 0.4311
HOMO level, eV: -8.53
Multiplicity: 1

Geometry as XYZ:
```
43
Properties=species:S:1:pos:R:3:forces:R:3:lowdin_charge:R:1
C 3.610 -0.678 0.691 -0.06 0.02 -0.07 -0.208
C 0.719 2.212 -1.586 -0.15 -0.33 -0.21 -0.069
H -0.316 -1.426 -0.168 -0.09 0.02 0.03 0.056
C 1.737 -2.009 -0.112 0.00 0.08 0.00 -0.190
H -4.924 -2.760 -1.060 -0.11 -0.17 -0.10 0.062
S -3.224 -1.040 -0.870 -0.32 0.10 0.52 1.054
C 4.270 -1.842 1.051 -0.04 -0.01 0.01 -0.052
C 0.359 -2.108 -0.683 0.02 -0.02 -0.12 -0.041
C -4.375 -0.542 1.374 0.46 0.30 -0.17 -0.116
C -0.562 2.481 0.528 0.07 0.22 0.20 -0.465
C -2.420 0.955 0.893 0.68 0.56 -0.15 -0.075
H 4.217 -3.978 1.097 0.04 -0.08 0.03 0.102
H 0.999 4.291 1.041 0.11 0.01 -0.11 0.086
H 4.259 1.244 0.000 0.02 0.10 -0.01 0.082
C -5.086 -1.608 0.799 -0.12 -0.27 -0.22 -0.184
H 2.350 3.652 0.071 0.03 0.00 -0.02 0.089
C 2.348 -0.773 0.097 0.25 -0.38 -0.04 -0.143
C -4.579 -1.982 -0.408 0.20 0.16 -0.07 -0.403
H -2.565 1.463 1.839 0.05 0.08 0.05 0.129
H 1.690 1.154 0.451 -0.11 -0.02 -0.20 0.138
H -0.023 -3.121 -0.590 -0.07 -0.05 0.06 0.081
H -5.937 -2.079 1.258 -0.13 -0.10 0.05 0.102
C -3.327 -0.106 0.599 -0.49 -0.75 -0.41 -0.509
O -0.720 3.050 1.598 -0.12 -0.03 0.10 0.046
H -1.245 0.883 -0.849 0.00 -0.07 -0.14 0.081
N 1.695 0.434 -0.259 0.13 0.00 0.60 0.150
C 1.300 3.956 0.050 -0.02 0.24 0.25 -0.032
H 5.253 0.554 1.288 0.05 0.04 0.04 0.077
H 1.472 2.804 -2.114 -0.10 -0.07 0.04 0.137
H 5.247 -1.779 1.507 0.10 0.03 0.04 0.107
C 4.235 0.667 0.924 -0.01 -0.09 -0.03 -0.040
C 2.435 -3.155 0.249 0.05 0.03 0.01 -0.044
C 3.690 -3.077 0.822 0.03 -0.04 0.02 -0.079
H -0.166 2.187 -2.230 0.16 -0.08 0.02 0.136
C 1.275 0.778 -1.493 -0.11 0.53 -0.14 -0.471
N 0.448 2.847 -0.320 0.19 0.17 -0.08 -0.129
O 1.331 0.072 -2.475 0.03 -0.06 -0.22 0.076
C -1.419 1.366 0.099 -0.51 -0.24 0.27 -0.019
H 1.184 4.782 -0.656 0.05 0.00 -0.01 0.096
H 0.370 -1.832 -1.737 -0.08 -0.01 -0.01 0.077
H 1.979 -4.120 0.085 -0.07 -0.09 -0.02 0.109
H 3.670 1.233 1.668 0.03 0.13 0.04 0.083
H -4.619 -0.101 2.324 0.00 0.12 0.18 0.115
```
Positions in Å, forces in eV/Å.

(4)
This record from the OMol25 dataset describes a single C12H22ClN5O molecule. The level of theory is the ωB97M-V functional and the def2-TZVPD basis.

Output
Energy relative to the best compared isomer or geometry (same formula, charge and spin), eV: 0.0000
HOMO level, eV: -9.32
Multiplicity: 1

Geometry as XYZ:
```
41
Properties=species:S:1:pos:R:3:forces:R:3:lowdin_charge:R:1
H 3.563 -1.886 0.765 0.07 -0.08 0.06 0.104
C -1.427 0.923 0.451 0.01 -0.69 0.00 -0.804
H 1.769 -2.250 2.381 -0.01 0.15 -0.04 0.120
H 2.528 -3.208 0.234 0.08 -0.04 0.06 0.107
H 1.559 -0.656 1.621 0.06 -0.09 0.11 0.107
H 3.927 0.351 0.581 0.10 -0.06 0.08 0.105
C 2.571 -2.125 0.383 -0.21 0.15 -0.09 -0.188
N -2.617 0.582 0.012 -0.33 0.21 -0.15 0.100
N 0.196 -2.069 1.049 0.07 -0.30 0.00 0.073
C -0.732 -1.185 0.683 -0.64 0.26 -0.11 -0.395
H -5.813 -0.996 -1.451 0.07 -0.01 -0.01 0.118
C 2.913 2.868 0.459 0.12 -0.01 -0.23 -0.109
H -6.773 0.612 -0.046 0.05 -0.10 0.02 0.113
C 1.540 -1.731 1.444 0.48 -0.07 0.04 -0.184
O -5.161 1.736 0.298 0.19 0.51 0.08 -0.090
H -4.698 0.363 -1.730 -0.15 -0.08 -0.02 0.126
H -0.033 -3.038 0.889 -0.09 0.10 0.00 0.149
H 3.543 2.480 -1.561 0.07 0.01 -0.07 0.105
C 3.816 2.168 -0.550 0.06 -0.12 0.22 -0.266
H 4.541 0.211 -1.069 0.06 -0.09 0.05 0.113
H 1.868 2.632 0.280 -0.14 0.00 0.05 0.030
H 3.117 -1.804 -1.660 -0.05 -0.04 -0.07 0.109
C 2.403 0.088 -0.927 0.23 -0.16 0.06 -0.219
H -5.617 -0.116 1.096 -0.10 -0.03 -0.14 0.118
C 2.353 -1.440 -0.968 -0.02 0.09 0.13 -0.207
N -3.980 -1.193 -0.547 -0.06 -0.33 -0.07 0.061
C 3.745 0.643 -0.455 -0.18 0.20 -0.27 -0.225
H -4.091 -2.193 -0.550 0.08 0.07 -0.01 0.141
N -0.450 0.129 0.803 0.26 0.18 0.16 0.107
H 1.380 -1.742 -1.364 0.02 -0.08 -0.09 0.104
H 1.602 0.457 -0.287 -0.03 0.07 -0.07 0.068
C -5.070 -0.349 -0.986 -0.16 0.39 0.28 -0.154
H 2.209 0.458 -1.937 -0.05 0.07 -0.01 0.118
H -4.191 1.642 0.287 -0.17 -0.03 -0.04 0.034
C -5.711 0.460 0.161 -0.13 -0.25 -0.15 -0.268
N -1.894 -1.663 0.237 0.03 -0.33 -0.03 0.183
H 3.033 3.946 0.388 -0.05 0.12 0.06 0.069
H 3.166 2.562 1.472 -0.01 -0.02 0.15 0.075
C -2.806 -0.749 -0.087 0.41 -0.09 0.09 -0.392
H 4.849 2.481 -0.376 0.00 0.04 -0.09 0.102
Cl -1.127 2.602 0.577 0.07 0.50 0.04 0.741
```
Positions in Å, forces in eV/Å.